39
Properties=species:S:1:pos:R:3 method="wB97M-V/def2-TZVPD" spin_multiplicity=6 total_charge=+2 e_lumo_ev="-8.19 / -8.35" relative_energy_kj_mol=0.00 energy_ha=-2766.21894
Dy -0.0383 -0.9289 0.3855
Cl 2.0941 -1.3401 -0.7522
Cl 1.4436 -4.0914 -2.7040
P -0.4412 1.2054 -1.2690
O -1.1266 -3.9261 -2.3217
O -3.2771 0.5967 1.6017
O 0.5817 0.4663 1.9502
C -0.4584 -5.0705 -4.3677
C 0.8608 -0.5257 2.9810
C 2.1506 -0.2459 3.7659
C -0.3807 0.5944 -2.9792
C 0.2778 1.8686 2.3226
C -1.7916 2.4078 -1.2939
C -2.3499 0.1004 1.1141
C 1.0407 2.2675 -1.1859
C -0.2811 -4.3399 -3.0737
C -0.5403 1.9454 3.5923
H -1.2965 0.0414 -3.2092
H 0.0429 1.6535 4.4692
H -1.6758 3.1562 -2.0852
H -0.0243 -4.4862 -5.1834
H 2.1124 0.7211 4.2858
H -2.7467 1.8981 -1.4524
H -1.8590 2.9406 -0.3407
H 1.2439 2.3863 2.3806
H -0.2723 2.3020 1.4784
H -0.2794 1.4097 -3.7003
H 3.0289 -0.3071 3.1170
H 0.9668 -1.5267 2.5009
H 1.9470 1.6576 -1.2422
H 0.4631 -0.0903 -3.1077
H 2.2478 -1.0346 4.5278
H 0.0042 -0.5630 3.6640
H 0.0390 -6.0433 -4.3316
H -1.5234 -5.2138 -4.5517
H -0.8762 2.9805 3.7424
H -1.4455 1.3223 3.5274
H 1.0624 2.9871 -2.0095
H 1.0768 2.8245 -0.2456

=====

19
Properties=species:S:1:pos:R:3 method="wB97M-V/def2-TZVPD" e_lumo_ev=1.06 relative_energy_kj_mol=192.32 energy_ha=-307.15609 smiles="C=C(N)C[C@H](C)N"
N 0.7543 1.8826 1.3248
N 1.2716 -1.4693 -1.2942
C -0.8359 -0.0476 1.5436
C 0.1348 0.6317 -0.5469
C -1.1047 -1.1479 -1.7381
C 0.4128 0.5093 0.9262
C 0.1160 -0.6535 -1.3025
H -0.5359 1.3516 -0.7254
H -0.9944 -2.1310 -2.1504
H -2.0593 -0.6182 -1.6119
H -1.7284 0.4760 1.1691
H 1.1953 -0.1461 1.0297
H -1.0912 -1.0673 1.3079
H -0.0987 2.4152 1.3518
H 2.1324 -1.0066 -1.1820
H 0.7033 1.8918 2.3485
H -0.8114 0.1644 2.6752
H 1.4444 -2.1132 -2.0701
H 1.0952 1.0782 -1.0552

=====

81
Properties=species:S:1:pos:R:3 method="wB97M-V/def2-TZVPD" spin_multiplicity=3 total_charge=+2 e_lumo_ev="-6.40 / -7.47" relative_energy_kj_mol=0.00 energy_ha=-4634.15963
Pt -0.3623 -0.2664 -0.0417
Br -0.2808 -0.8066 2.4045
P -3.1470 -3.8006 1.7945
P -1.7523 1.4771 0.3838
N 1.6263 0.1219 0.4375
N 3.1845 -0.0257 2.3561
N 0.8455 2.7705 -10.4204
C -4.5275 -3.1623 0.8132
C 1.9685 2.2851 -9.9006
C -1.8198 3.7365 2.1573
C -4.2835 1.3731 -0.9300
C -0.1515 1.5097 -5.6071
C 1.0620 0.9902 -3.5758
C 1.1242 0.2926 -2.3881
C -1.5945 2.2301 2.0396
C -2.7336 -2.7333 3.1787
C -0.2126 2.9677 -9.6376
C -2.2589 -6.1099 0.5808
C 4.5569 0.4812 2.2427
C -1.2175 -0.5408 -2.7609
C -2.1687 -3.4274 4.4326
C 2.0926 1.9518 -8.5475
C -0.0835 -0.2811 -1.9614
C -1.2715 0.1813 -3.9375
C -0.0969 3.5140 -0.7532
C -3.4675 0.8572 0.2555
C 0.9946 1.6769 -6.3107
C -0.2076 2.6516 -8.2728
C -1.8675 -4.6348 0.8273
C -0.1318 0.9160 -4.3274
C 2.3794 0.0498 1.3514
C 2.7366 -0.4900 3.6877
C -5.8773 -3.3684 1.5427
C -1.4939 2.8752 -0.7619
C 0.9740 2.1162 -7.6966
H 2.3552 -1.5182 3.6245
H -5.9783 -4.4118 1.8756
H 0.1849 3.7605 -1.7880
H -3.5713 -2.0663 3.4589
H 1.9119 1.5956 -3.9325
H -1.1220 3.3793 -10.0807
H 3.6065 -0.4472 4.3443
H -1.1175 2.8054 -7.6960
H -2.1409 0.1903 -4.6011
H -4.5417 -3.7412 -0.1265
H 4.5558 1.5587 2.0158
H -0.9264 -4.5873 1.3961
H 2.0101 0.2622 -1.7586
H -1.4253 -6.6818 0.1624
H -5.2293 0.8165 -0.9827
H -1.9301 -2.1092 2.7115
H 3.0215 1.5354 -8.1495
H -1.9622 3.9881 3.2135
H -2.9408 -4.0336 4.9189
H -3.1024 -6.2073 -0.1077
H -2.3156 1.6887 2.6658
H -4.3355 -2.1022 0.5689
H -6.7193 -3.1511 0.8740
H -1.7314 -4.0762 -0.1125
H -1.7488 2.5237 -1.7722
H -0.5981 1.9585 2.4113
H -1.1168 1.6763 -6.0897
H 1.9702 1.3805 -5.9256
H -2.2543 3.6175 -0.4729
H -3.9431 1.1293 1.2103
H -1.8243 -2.6762 5.1550
H -0.9583 4.3111 1.8014
H -2.7101 4.0798 1.6188
H -1.3196 -4.0763 4.1928
H 5.0417 0.3066 3.2034
H -4.5337 2.4376 -0.8190
H -3.4031 -0.2430 0.2324
H 5.1003 -0.0492 1.4467
H 1.9380 0.1606 4.0720
H 0.6803 2.8494 -0.3469
H 2.8199 2.1325 -10.5706
H -2.0029 -1.2087 -2.4166
H -2.5533 -6.5921 1.5203
H -3.7600 1.2315 -1.8851
H -5.9839 -2.7285 2.4255
H -0.0947 4.4554 -0.1803